--- one ---
{"formula": "C3H8N2O2S2", "method": "ωB97M-V/def2-TZVPD", "lumo_ev": [-0.95, -0.94], "gap_ev": [5.858, 5.866], "symbols": ["C", "C", "C", "N", "N", "O", "O", "S", "S", "H", "H", "H", "H", "H", "H", "H", "H"], "xyz": [[-1.7262, -0.3773, -1.0359], [-2.1042, 0.9284, -0.2070], [0.3705, 0.3774, -0.3235], [-0.2750, -0.6118, -0.8933], [2.2157, 0.0803, 1.5831], [2.3144, -1.2551, -0.5584], [2.9215, 1.0544, -0.6512], [-0.4947, 1.7898, -0.0850], [2.1623, 0.0431, -0.0305], [-2.2069, -1.2466, -0.6079], [-2.0593, -0.2136, -2.1367], [-2.7470, 1.5652, -0.8402], [-2.5068, 0.7474, 0.8436], [-0.5176, -0.8956, 1.6948], [0.0609, -1.5131, -0.5673], [1.3801, -0.4597, 1.9787], [3.2122, -0.0131, 1.8365]], "mulliken_charge": [-0.718, -0.526, -0.117, -0.002, -0.297, -0.549, -0.529, -0.063, 0.773, 0.299, 0.295, 0.386, 0.400, -0.224, 0.442, 0.151, 0.279]}

---

--- two ---
{"formula": "C3H8N2O2S2", "method": "ωB97M-V/def2-TZVPD", "lumo_ev": -0.02, "smiles": "NC=C(O)O.NC(=S)S", "gap_ev": 7.445, "symbols": ["C", "C", "C", "N", "N", "O", "O", "S", "S", "H", "H", "H", "H", "H", "H", "H", "H"], "xyz": [[-1.3147, 0.9210, -0.4843], [-0.3370, 0.0208, -0.6363], [2.0422, 0.3500, 0.5604], [-0.6713, -1.3343, -0.3534], [1.4526, 0.0320, 1.7375], [-2.3316, 0.7861, 0.4579], [-1.2885, 2.2755, -0.7365], [2.0121, 1.9039, -0.0646], [2.5248, -1.0353, -0.4654], [0.5517, 0.2293, -1.3136], [-1.3529, -1.4447, 0.3746], [0.1525, -1.8195, 0.0259], [1.6469, -0.8041, 2.1803], [-3.0798, 1.3625, 0.1648], [0.9242, 0.7722, 2.1941], [-0.3386, 2.6968, -0.8569], [2.7922, -0.2052, -1.4898]], "mulliken_charge": [0.547, -0.484, 0.199, -0.550, -0.315, -0.507, -0.562, -0.309, -0.218, 0.535, 0.272, 0.171, 0.207, 0.337, 0.226, 0.265, 0.186]}

---

Here is how they stack up, most stable first: two, one.

---

--- one ---
{"formula": "C3H8N2OS", "method": "ωB97M-V/def2-TZVPD", "lumo_ev": [0.72, 0.67], "gap_ev": [8.408, 7.571], "symbols": ["C", "C", "C", "N", "N", "O", "S", "H", "H", "H", "H", "H", "H", "H", "H"], "xyz": [[-2.7390, -1.1509, -0.0006], [1.7522, -0.5646, 0.1101], [0.6056, 0.3456, 0.2393], [-0.3713, 0.2292, -0.8673], [-1.5267, 0.8382, -0.7920], [-2.2088, -2.2236, -0.2430], [-1.6017, 2.0490, 0.3726], [-3.5692, -1.0392, 0.6056], [2.4545, -0.3667, -0.7641], [2.4044, -0.3691, 0.9575], [1.4567, -1.6566, -0.0698], [0.1008, 0.2358, 1.2864], [1.0023, 1.4878, 0.3632], [-0.3628, -0.7230, -1.2263], [-2.6626, 2.5064, -0.2611]], "mulliken_charge": [0.020, -1.176, -0.263, -0.027, -0.438, -0.394, -0.116, 0.326, 0.294, 0.352, 0.288, 0.331, 0.321, 0.318, 0.163]}

---

--- two ---
{"formula": "C3H8N2OS", "method": "ωB97M-V/def2-TZVPD", "lumo_ev": 0.68, "smiles": "[H]/N=C(/NO)SCC", "gap_ev": 9.884, "symbols": ["C", "C", "C", "H", "H", "H", "H", "H", "H", "H", "H", "N", "N", "O", "S"], "xyz": [[-3.2297, 0.0037, 0.3760], [-1.8130, 0.5756, 0.0513], [0.8213, 0.1481, -0.2061], [-3.6781, -0.4124, -0.5988], [-3.0201, -0.7560, 1.1703], [-3.9496, 0.7162, 0.7982], [-1.9121, 1.2129, -0.7752], [-1.4229, 1.0917, 0.9391], [0.1561, 1.9059, -0.4152], [1.7739, -1.3879, 0.7381], [2.7211, 0.9036, 0.5667], [1.0424, 1.3762, -0.2483], [1.8881, -0.7047, 0.0296], [3.0452, -0.0134, 0.3534], [-0.6384, -0.7645, -0.3154]], "mulliken_charge": [-1.178, -0.537, 0.679, 0.274, 0.323, 0.351, 0.400, 0.409, 0.259, 0.257, 0.352, -0.779, -0.240, -0.432, -0.139]}

---

--- three ---
{"formula": "C3H8N2OS", "method": "ωB97M-V/def2-TZVPD", "lumo_ev": 0.54, "smiles": "NC(=O)[C@@H](N)CS", "gap_ev": 9.481, "symbols": ["N", "C", "C", "S", "C", "N", "O", "H", "H", "H", "H", "H", "H", "H", "H"], "xyz": [[-0.7288, -1.4698, -0.2373], [-0.5064, -0.0246, -0.2255], [0.4798, 0.3696, 0.9078], [-0.0827, -0.2999, 2.4642], [0.0099, 0.3870, -1.6002], [1.0459, 1.3547, -1.5410], [-0.4786, -0.0056, -2.6695], [-1.4320, -1.9316, -0.7895], [1.2406, -0.3240, 2.9182], [-0.0259, -1.9104, -0.7367], [-1.4996, 0.4630, -0.1526], [0.4261, 1.5059, 0.8620], [1.5446, -0.1056, 0.7245], [0.9226, 2.0882, -0.7911], [1.8572, 1.4702, -2.1502]], "mulliken_charge": [-0.627, 0.215, -0.609, -0.197, 0.307, -0.353, -0.563, 0.265, 0.150, 0.187, 0.318, 0.205, 0.304, 0.199, 0.198]}

---

Here is how they stack up, most stable first: three, two, one.

---

--- one ---
{"formula": "C3H8N2OS", "method": "ωB97M-V/def2-TZVPD", "lumo_ev": 0.25, "gap_ev": 8.855, "symbols": ["C", "C", "C", "H", "H", "H", "H", "H", "H", "H", "H", "N", "N", "O", "S"], "xyz": [[-1.4543, 1.9560, 0.4499], [-0.4947, -0.2068, -1.0342], [0.0251, -1.1571, -0.0144], [-1.9977, 3.0910, 0.5838], [-2.3162, 1.1223, 0.0132], [-1.2479, 1.5135, 1.5542], [-1.4858, -0.7495, -1.3867], [0.0178, -0.3927, -1.8943], [-0.0223, -2.4579, 1.3005], [1.7861, -0.1328, -0.4398], [2.3225, -2.1743, 1.1952], [-0.7054, -2.2174, 0.5174], [1.2678, -0.5431, 0.2668], [1.9738, -1.0220, 1.3610], [-0.3275, 1.5079, -0.8569]], "mulliken_charge": [-0.699, -0.891, 0.485, 0.288, 0.209, 0.253, 0.348, 0.420, 0.262, 0.250, 0.337, -0.651, -0.008, -0.527, -0.075]}

---

--- two ---
{"formula": "C3H8N2OS", "method": "ωB97M-V/def2-TZVPD", "lumo_ev": [-0.35, 0.06], "gap_ev": [7.805, 7.939], "symbols": ["C", "C", "C", "N", "N", "O", "S", "H", "H", "H", "H", "H", "H", "H", "H"], "xyz": [[1.8841, 0.5275, 0.1475], [0.7373, 1.0530, -0.7030], [-2.4199, -0.9185, 0.0455], [1.8952, -0.8653, 0.7148], [-0.3651, -1.4418, -0.5241], [-1.1360, -1.1603, 0.6184], [1.1184, -2.0303, -0.3490], [2.9027, 0.5540, -0.2529], [1.9785, 0.9420, 1.1804], [-0.2998, 1.1843, -0.2695], [0.9219, 1.4787, -1.6393], [-2.5953, 0.0736, -0.1511], [-3.1206, -1.0649, 0.9274], [-2.7149, -1.4767, -0.7697], [2.7691, -1.3319, 0.8556]], "mulliken_charge": [-0.268, -0.626, -0.628, -0.443, -0.295, -0.085, 0.074, 0.301, 0.235, 0.217, 0.353, 0.292, 0.253, 0.323, 0.298]}

---

--- three ---
{"formula": "C3H8N2OS", "method": "ωB97M-V/def2-TZVPD", "lumo_ev": 0.74, "gap_ev": 10.226, "symbols": ["C", "C", "C", "N", "N", "O", "S", "H", "H", "H", "H", "H", "H", "H", "H"], "xyz": [[0.6023, 0.9276, 0.8584], [0.3547, -0.2852, 0.0746], [-0.1040, -1.3265, -1.8874], [-0.1776, 1.0972, 2.0595], [0.4527, -0.2187, -1.1786], [-2.6674, 1.0639, 1.3095], [-1.7229, 1.7929, 2.1589], [1.5978, 1.0668, 1.1991], [0.4529, 1.7459, 0.2828], [0.0220, -1.2673, 0.5828], [-1.2899, 2.7714, 1.1872], [-0.7883, -1.0762, -2.7481], [0.7025, -1.7251, -2.4114], [-0.8323, -1.8431, -1.2025], [0.1474, 0.5019, 2.8322]], "mulliken_charge": [-0.781, 0.133, -0.702, -0.273, -0.385, -0.544, 0.313, 0.361, 0.358, 0.266, 0.153, 0.237, 0.277, 0.321, 0.266]}

---

--- four ---
{"formula": "C3H8N2OS", "method": "ωB97M-V/def2-TZVPD", "lumo_ev": 0.47, "smiles": "NC(=O)[C@@H](N)CS", "gap_ev": 9.843, "symbols": ["N", "C", "C", "S", "C", "N", "O", "H", "H", "H", "H", "H", "H", "H", "H"], "xyz": [[1.2544, -1.8477, 0.3139], [0.3561, -0.7303, -0.1099], [-0.3868, -0.2161, 1.1641], [-2.1118, 0.3597, 0.8856], [0.9041, 0.2673, -1.0394], [0.7889, 1.6289, -0.6029], [1.5692, -0.1179, -1.9941], [1.5680, -2.0958, -0.6940], [1.8922, -1.4458, 0.9522], [-0.3837, -1.0913, -0.7058], [0.2084, 0.7168, 1.5652], [-0.6928, -0.9099, 1.9318], [-2.0488, 1.6373, 0.9571], [-0.1364, 2.0505, -0.5627], [1.2838, 1.9335, 0.2739]], "mulliken_charge": [-0.621, 0.227, -0.774, -0.201, 0.354, -0.637, -0.500, 0.351, 0.248, 0.308, 0.242, 0.341, 0.068, 0.271, 0.323]}

---

Here is how they stack up, most stable first: four, three, one, two.

---

--- one ---
{"formula": "C3H8N2OS", "method": "ωB97M-V/def2-TZVPD", "lumo_ev": 0.62, "smiles": "NN=S1(=O)CCC1", "gap_ev": 9.553, "symbols": ["C", "C", "C", "N", "N", "O", "S", "H", "H", "H", "H", "H", "H", "H", "H"], "xyz": [[-1.4737, -1.2067, -0.1645], [-0.2237, -1.1641, 0.8458], [-1.1555, 0.0917, -0.8723], [1.3712, 0.9380, -0.7985], [2.5428, 1.5180, -0.3096], [-0.1106, 1.4660, 1.4425], [0.2624, 0.4884, 0.2010], [-1.3260, -1.9050, -0.9923], [-2.3379, -1.2651, 0.3800], [-0.5966, -0.9928, 1.7952], [0.5114, -2.0589, 0.7693], [-0.7392, -0.0144, -1.9003], [-1.8814, 0.8336, -0.9246], [2.8461, 0.8729, 0.3729], [2.3107, 2.3986, 0.1553]], "mulliken_charge": [-0.647, -0.549, -0.537, -0.339, -0.534, -0.665, 0.762, 0.236, 0.362, 0.367, 0.312, 0.304, 0.384, 0.263, 0.281]}

---

--- two ---
{"formula": "C3H8N2OS", "method": "ωB97M-V/def2-TZVPD", "lumo_ev": 0.67, "smiles": "CS/C(CN)=N/O", "gap_ev": 9.016, "symbols": ["C", "C", "C", "H", "H", "H", "H", "H", "H", "H", "H", "N", "N", "O", "S"], "xyz": [[0.0615, -2.2558, -1.4693], [-0.1059, 0.0731, 0.0521], [-0.7690, 1.3486, 0.5341], [-0.2214, -2.8810, -0.6181], [-0.3221, -2.5915, -2.4625], [1.1746, -2.0914, -1.4254], [-1.3899, 1.0500, 1.3931], [-1.3496, 1.7904, -0.3221], [0.7588, 2.6269, 0.1186], [-0.0547, 3.0437, 1.4836], [1.0838, 1.0452, 1.8311], [0.3208, 2.2705, 0.9470], [0.8095, -0.5040, 0.7509], [1.1172, 0.0700, 1.9832], [-0.7280, -0.6196, -1.4031]], "mulliken_charge": [-0.771, 0.475, -0.535, 0.268, 0.320, 0.255, 0.269, 0.364, 0.204, 0.205, 0.487, -0.603, -0.404, -0.442, -0.093]}

---

--- three ---
{"formula": "C3H8N2OS", "method": "ωB97M-V/def2-TZVPD", "lumo_ev": 0.58, "smiles": "COCNC(N)=S", "gap_ev": 8.448, "symbols": ["S", "O", "C", "N", "N", "C", "C", "H", "H", "H", "H", "H", "H", "H", "H"], "xyz": [[3.1015, 1.5442, -0.0430], [-1.1909, -0.1473, -0.3859], [1.9335, 0.3930, -0.2235], [2.1773, -0.6296, -0.9783], [0.6938, 0.7886, 0.0438], [-2.4528, -0.3009, 0.2485], [-0.2945, -0.1223, 0.6091], [1.4086, -1.2142, -1.4054], [2.9767, -0.4281, -1.6035], [0.5414, 1.8693, 0.1047], [-3.2714, -0.5398, -0.4057], [-2.4168, -1.1677, 0.9274], [-2.7063, 0.7071, 0.8156], [0.0860, -1.1617, 0.7591], [-0.5862, 0.4093, 1.5370]], "mulliken_charge": [-0.469, -0.304, 0.284, -0.417, -0.192, -0.652, -0.609, 0.244, 0.257, 0.271, 0.264, 0.295, 0.239, 0.401, 0.388]}

---

Here is how they stack up, most stable first: three, two, one.

---

--- one ---
{"formula": "C3H11N3O", "method": "ωB97M-V/def2-TZVPD", "lumo_ev": 0.93, "smiles": "CN(N)[C@@H](N)CO", "gap_ev": 9.935, "symbols": ["C", "C", "C", "N", "N", "N", "O", "H", "H", "H", "H", "H", "H", "H", "H", "H", "H", "H"], "xyz": [[0.4443, 0.4353, -0.2535], [1.5371, -0.6010, -0.2475], [-1.9831, 0.0828, -0.6608], [-0.7673, -0.5700, -0.2047], [-0.8939, -1.1262, 1.0917], [0.4440, 1.3761, 0.8151], [2.8233, 0.1650, -0.4043], [2.8999, 0.4444, -1.3240], [0.3911, 0.9600, -1.2125], [-1.3947, -2.0070, 1.0196], [-1.4179, -0.5091, 1.7175], [1.1423, 2.0971, 0.6840], [0.5871, 0.9239, 1.7115], [1.6430, -1.0890, 0.7185], [1.4431, -1.3077, -1.0738], [-1.8419, 0.4060, -1.6911], [-2.2486, 0.9531, -0.0429], [-2.8078, -0.6337, -0.6429]], "mulliken_charge": [0.156, -0.657, -1.072, -0.029, -0.642, -0.639, -0.559, 0.310, 0.499, 0.236, 0.226, 0.246, 0.239, 0.339, 0.299, 0.351, 0.387, 0.311]}

---

--- two ---
{"formula": "C3H11N3O", "method": "ωB97M-V/def2-TZVPD", "lumo_ev": 0.85, "gap_ev": 9.065, "symbols": ["C", "C", "N", "H", "H", "H", "H", "H", "H", "H", "C", "N", "N", "O", "H", "H", "H", "H"], "xyz": [[1.4245, 0.9984, -1.1484], [0.4848, -1.8649, 0.1137], [0.5741, -0.4222, 0.2989], [1.1849, -0.1702, 1.0698], [1.4924, -2.2853, 0.0799], [1.8238, 1.9714, -0.8915], [2.2203, 0.2608, -1.0943], [1.0008, 0.9100, -2.1416], [-0.0341, -2.0766, -0.8192], [-0.0649, -2.3329, 0.9375], [-0.5786, 0.5062, 0.3194], [-1.7360, -0.1114, -0.3157], [-0.9117, 0.8089, 1.6990], [-0.1402, 1.6078, -0.3217], [-2.4615, 0.5877, -0.4361], [-1.7156, 0.2996, 2.0438], [-1.0000, 1.8050, 1.8469], [-1.5628, -0.4925, -1.2405]], "mulliken_charge": [-0.602, -0.882, -0.322, 0.304, 0.303, 0.310, 0.268, 0.297, 0.277, 0.304, 0.861, -0.720, -0.637, -0.663, 0.225, 0.254, 0.215, 0.207]}

---

Here is how they stack up, most stable first: one, two.